C13H20MoNOS9Sb as an isolated structure. Source: the Open Molecules 2025 dataset; level of theory: ωB97M-V/def2-TZVPD.

The energy above the lowest of the compared OMol25 structures with the same formula, charge and spin comes out at 3.657 eV. The highest occupied orbital energy (spin up / spin down) is -3.3 / -2.9 eV. The value obtained for the total energy is -4529.4760 a.u.

ORCA input file:
```
! RIJCOSX wB97M-V def2-TZVPD def2/J DEFGRID3
* xyz -1 2
Mo -1.14 1.06 0.13
C 2.75 1.98 0.92
C 1.59 2.17 1.88
S 0.19 2.97 1.02
C -0.86 3.32 2.47
C -2.26 3.63 1.98
S -3.05 2.26 1.08
C -3.30 1.04 2.42
C -2.38 -0.14 2.13
S -2.64 -0.82 0.46
C 1.09 -1.42 -0.28
C 2.39 -0.73 0.13
S 2.40 0.97 -0.54
H 3.62 1.58 1.45
H 3.04 2.95 0.50
H 1.90 2.83 2.70
H 1.27 1.22 2.31
H -0.45 4.16 3.03
H -0.85 2.44 3.12
H -2.26 4.45 1.25
H -2.91 3.93 2.80
H -4.34 0.73 2.42
H -3.08 1.52 3.38
H -2.47 -0.92 2.90
H -1.32 0.21 2.24
H 0.95 -2.39 0.20
H 0.28 -0.78 0.10
H 3.26 -1.26 -0.27
H 2.45 -0.69 1.22
O 3.42 -2.95 -2.11
N 2.45 -3.71 -2.40
C 2.69 -5.00 -2.74
C 1.69 -5.88 -3.05
C 0.37 -5.46 -3.02
C 0.12 -4.15 -2.68
C 1.15 -3.26 -2.37
S 0.78 -1.57 -2.05
H 3.74 -5.25 -2.73
H 1.95 -6.90 -3.32
H -0.44 -6.13 -3.26
H -0.89 -3.75 -2.63
S -3.45 5.51 -0.87
Sb -2.75 4.59 -2.84
S -1.13 1.74 -2.03
S -0.45 3.80 -2.40
S -3.12 2.10 -2.67
*
```



A 7-piece molecular cluster, C29H55Cl12N2O overall at a distorted geometry. Source: the Open Molecules 2025 dataset; level of theory: ωB97M-V/def2-TZVPD.

The highest occupied orbital energy is -11.0 eV. The value obtained for the total energy is -6844.7502 a.u.

ORCA input file:
```
! RIJCOSX wB97M-V def2-TZVPD def2/J DEFGRID3
* xyz 1 1
C -2.17 3.80 -1.43
O -1.60 3.95 -0.15
C -0.29 3.42 -0.01
C -0.30 2.07 0.79
C -1.58 1.27 0.53
C -1.63 -0.09 1.28
C -2.53 -1.08 0.50
C -2.07 -2.56 0.63
C -2.28 -3.33 -0.69
C -0.97 -3.94 -1.20
C 0.16 -2.89 -1.32
C 1.31 -3.11 -0.27
C 1.28 -1.94 0.76
C 2.70 -1.42 1.20
C 2.63 -1.20 2.68
C 1.73 -0.21 3.13
C 1.64 -0.01 4.46
C 2.41 -0.78 5.28
N 3.18 -1.66 4.74
N 3.35 -1.91 3.47
H -1.46 3.54 -2.21
H -2.62 4.76 -1.73
H -2.99 3.07 -1.41
H 0.27 3.38 -0.95
H 0.25 4.12 0.65
H -0.18 2.30 1.85
H 0.53 1.46 0.41
H -1.64 1.15 -0.56
H -2.47 1.83 0.82
H -2.09 0.15 2.24
H -0.62 -0.49 1.41
H -3.58 -0.97 0.83
H -2.51 -0.78 -0.55
H -2.73 -3.00 1.38
H -1.05 -2.65 1.01
H -2.75 -2.73 -1.48
H -2.97 -4.15 -0.50
H -1.18 -4.31 -2.21
H -0.69 -4.82 -0.62
H 0.62 -2.96 -2.31
H -0.30 -1.91 -1.24
H 2.28 -3.26 -0.73
H 1.04 -4.03 0.26
H 0.78 -2.32 1.66
H 0.72 -1.06 0.42
H 2.91 -0.46 0.72
H 3.47 -2.14 0.93
H 1.13 0.35 2.43
H 0.96 0.74 4.84
H 2.37 -0.69 6.36
H 3.73 -2.23 5.38
Cl 2.25 3.46 3.12
C 2.39 5.08 3.85
C 2.66 6.15 2.82
Cl 4.28 6.00 2.11
H 3.18 5.05 4.60
H 1.45 5.28 4.35
H 2.61 7.13 3.29
H 1.93 6.12 2.01
Cl 1.77 8.32 0.82
C 2.36 7.90 -0.81
C 1.24 7.58 -1.76
Cl 0.40 6.07 -1.35
H 3.05 7.06 -0.70
H 2.93 8.75 -1.17
H 1.64 7.46 -2.77
H 0.50 8.38 -1.78
Cl 0.84 2.47 -2.97
C 1.16 1.22 -4.22
C -0.12 0.75 -4.85
Cl -1.14 -0.19 -3.73
H 1.70 0.40 -3.76
H 1.80 1.68 -4.97
H 0.10 0.10 -5.70
H -0.72 1.59 -5.22
Cl -5.06 -4.79 -2.24
C -4.57 -6.02 -3.44
C -4.05 -7.27 -2.78
Cl -2.50 -7.00 -1.96
H -3.83 -5.57 -4.09
H -5.45 -6.26 -4.03
H -3.89 -8.04 -3.53
H -4.76 -7.66 -2.05
Cl -3.85 -5.14 3.63
C -4.89 -3.91 4.39
C -5.93 -3.38 3.44
Cl -5.21 -2.41 2.13
H -4.25 -3.11 4.76
H -5.37 -4.38 5.25
H -6.62 -2.73 3.98
H -6.50 -4.18 2.99
Cl 3.78 -1.06 -4.50
C 4.83 -0.06 -3.46
C 6.29 -0.25 -3.77
Cl 6.86 -1.87 -3.30
H 4.61 -0.30 -2.43
H 4.55 0.98 -3.64
H 6.88 0.47 -3.21
H 6.49 -0.12 -4.83
*
```



A 2-piece molecular cluster, CH6NS2 overall at a distorted geometry. Source: the Open Molecules 2025 dataset; level of theory: ωB97M-V/def2-TZVPD.

The energy above the lowest of the compared OMol25 structures with the same formula, charge and spin comes out at 3.303 eV. The highest occupied orbital energy (spin up / spin down) is -13.6 / -13.4 eV. The value obtained for the total energy is -892.4248 a.u.

ORCA input file:
```
! RIJCOSX wB97M-V def2-TZVPD def2/J DEFGRID3
* xyz 1 1
C 0.04 0.13 0.14
N 0.05 -1.17 -0.57
S 1.57 0.99 -0.17
S -1.54 0.93 -0.08
H 0.02 -0.49 2.00
H -0.74 -1.75 -0.25
H 0.93 -1.66 -0.40
H -0.05 -1.03 -1.60
H 1.11 2.22 0.03
H -1.39 1.83 0.90
*
```